A cluster of 10 separate species, C42H105N3O12 in total in a non-equilibrium geometry, computed with ωB97M-V/def2-TZVPD.

Results
SMILES: CC1(C)CCCC(C)(C)N1O.COCCNCCOC.COCCNCCOC.CC(C)O.CC(C)O.CC(C)O.CC(C)O.CC(C)O.CC(C)O.CC(C)O
E_LUMO in eV: 0.513
ΔE to the lowest compared entry with this formula, charge and spin in kcal/mol: 3.09
M in g mol⁻¹: 844.3
Maximum force in eV/A: 3.13

Bonds (Å) are listed after each position.
Positions of all 162 atoms, in Å:
1 C 12.576 14.377 17.217  C2 1.491, H12 1.087, H13 1.076, H14 1.068
2 C 11.427 15.326 17.279  C1 1.491, C3 1.479, N7 1.518, C11 1.529
3 C 10.510 14.967 18.382  C2 1.479, C4 1.518, H15 1.099, H16 1.099
4 C 11.039 15.368 19.747  C3 1.518, C5 1.553, H17 1.114, H18 1.108
5 C 11.419 16.873 19.763  C4 1.553, C6 1.481, H19 1.139, H20 1.105
6 C 12.374 17.300 18.714  C5 1.481, N7 1.513, C9 1.527, C10 1.532
7 N 11.798 16.792 17.411  C2 1.518, C6 1.513, O8 1.416
8 O 12.800 17.062 16.448  N7 1.416, H30 0.942
9 C 12.347 18.823 18.591  C6 1.527, H21 1.084, H22 1.117, H23 1.093
10 C 13.800 16.881 19.084  C6 1.532, H24 1.098, H25 1.068, H26 1.085
11 C 10.640 15.271 15.969  C2 1.529, H27 1.105, H28 1.068, H29 1.094
12 H 12.237 13.370 16.992  C1 1.087
13 H 13.125 14.403 18.142  C1 1.076
14 H 13.272 14.603 16.438  C1 1.068
15 H 9.560 15.486 18.189  C3 1.099
16 H 10.265 13.896 18.364  C3 1.099
17 H 11.925 14.745 20.011  C4 1.114
18 H 10.244 15.231 20.508  C4 1.108
19 H 11.724 17.142 20.827  C5 1.139
20 H 10.445 17.383 19.652  C5 1.105
21 H 13.007 19.101 17.778  C9 1.084
22 H 11.335 19.234 18.358  C9 1.117
23 H 12.737 19.214 19.534  C9 1.093
24 H 14.367 16.636 18.175  C10 1.098
25 H 14.302 17.735 19.482  C10 1.068
26 H 13.798 16.065 19.799  C10 1.085
27 H 10.295 14.257 15.697  C11 1.105
28 H 11.227 15.621 15.148  C11 1.068
29 H 9.729 15.865 16.088  C11 1.094
30 H 12.474 17.794 15.951  O8 0.942
31 C 18.036 17.227 10.385  C32 1.498, H35 1.101, H36 1.076, H37 1.092
32 C 16.855 18.144 10.298  C31 1.498, C33 1.523, O34 1.394, H38 1.080
33 C 16.282 18.850 11.519  C32 1.523, H39 1.116, H40 1.100, H41 1.096
34 O 17.149 19.210 9.448  C32 1.394, H42 0.963
35 H 18.113 16.778 11.388  C31 1.101
36 H 18.926 17.822 10.284  C31 1.076
37 H 17.994 16.382 9.694  C31 1.092
38 H 16.029 17.540 9.951  C32 1.080
39 H 17.040 19.395 12.132  C33 1.116
40 H 15.759 18.202 12.239  C33 1.100
41 H 15.580 19.602 11.144  C33 1.096
42 H 16.269 19.438 9.130  O34 0.963
43 C 17.512 22.420 13.701  C44 1.508, H47 1.108, H48 1.077, H49 1.113
44 C 17.815 23.810 14.201  C43 1.508, C45 1.560, O46 1.439, H50 1.071
45 C 16.714 24.836 13.790  C44 1.560, H51 1.138, H52 1.072, H53 1.103
46 O 17.932 23.741 15.633  C44 1.439, H54 0.978
47 H 17.874 21.644 14.404  C43 1.108
48 H 17.987 22.205 12.759  C43 1.077
49 H 16.423 22.222 13.586  C43 1.113
50 H 18.787 24.047 13.816  C44 1.071
51 H 16.643 24.830 12.655  C45 1.138
52 H 16.982 25.858 13.979  C45 1.072
53 H 15.715 24.597 14.192  C45 1.103
54 H 18.380 24.571 15.890  O46 0.978
55 C 7.878 21.210 13.785  C56 1.504, H59 1.103, H60 1.107, H61 1.086
56 C 8.970 20.762 14.718  C55 1.504, C57 1.544, O58 1.416, H62 1.081
57 C 8.888 19.252 15.029  C56 1.544, H63 1.117, H64 1.087, H65 1.096
58 O 10.206 20.939 14.051  C56 1.416, H66 0.989
59 H 6.846 21.077 14.152  C55 1.103
60 H 7.971 20.682 12.817  C55 1.107
61 H 8.005 22.264 13.553  C55 1.086
62 H 8.916 21.399 15.589  C56 1.081
63 H 9.097 18.674 14.098  C57 1.117
64 H 7.862 19.065 15.336  C57 1.087
65 H 9.571 18.817 15.767  C57 1.096
66 H 10.498 21.876 13.931  O58 0.989
67 C 15.510 21.273 17.548  C68 1.530, H71 1.078, H72 1.097, H73 1.090
68 C 14.751 22.599 17.497  C67 1.530, C69 1.522, O70 1.399, H74 1.079
69 C 14.961 23.402 18.772  C68 1.522, H75 1.106, H76 1.078, H77 1.122
70 O 15.123 23.213 16.295  C68 1.399, H78 0.987
71 H 16.556 21.454 17.736  C67 1.078
72 H 15.352 20.683 16.637  C67 1.097
73 H 15.162 20.660 18.381  C67 1.090
74 H 13.697 22.379 17.435  C68 1.079
75 H 14.690 22.741 19.617  C69 1.106
76 H 14.361 24.295 18.838  C69 1.078
77 H 16.054 23.586 18.949  C69 1.122
78 H 16.096 23.379 16.317  O70 0.987
79 C 13.232 18.319 9.177  C80 1.515, H83 1.103, H84 1.104, H85 1.065
80 C 13.343 19.668 8.498  C79 1.515, C81 1.514, O82 1.387, H86 1.096
81 C 13.085 20.884 9.362  C80 1.514, H87 1.121, H88 1.084, H89 1.105
82 O 14.682 19.787 8.158  C80 1.387, H90 0.964
83 H 13.833 18.232 10.098  C79 1.103
84 H 13.580 17.515 8.505  C79 1.104
85 H 12.221 18.084 9.414  C79 1.065
86 H 12.673 19.771 7.637  C80 1.096
87 H 12.110 20.836 9.914  C81 1.121
88 H 13.148 21.885 8.950  C81 1.084
89 H 13.818 20.845 10.188  C81 1.105
90 H 14.856 20.665 7.801  O82 0.964
91 C 12.355 24.321 11.299  C92 1.570, H95 1.071, H96 1.093, H97 1.109
92 C 12.363 23.141 12.335  C91 1.570, C93 1.509, O94 1.433, H98 1.106
93 C 13.781 23.060 12.842  C92 1.509, H99 1.100, H100 1.084, H101 1.095
94 O 11.462 23.354 13.429  C92 1.433, H102 0.973
95 H 12.586 25.202 11.862  C91 1.071
96 H 11.404 24.384 10.765  C91 1.093
97 H 13.168 24.100 10.577  C91 1.109
98 H 12.067 22.249 11.752  C92 1.106
99 H 14.446 22.724 12.033  C93 1.100
100 H 14.029 22.448 13.701  C93 1.084
101 H 14.130 24.054 13.143  C93 1.095
102 H 11.862 24.027 14.007  O94 0.973
103 C 14.457 18.868 14.687  C104 1.546, H107 1.094, H108 1.085, H109 1.094
104 C 13.210 19.659 14.234  C103 1.546, C105 1.574, O106 1.393, H110 1.097
105 C 13.084 19.624 12.665  C104 1.574, H111 1.071, H112 1.084, H113 1.076
106 O 12.100 19.126 14.885  C104 1.393, H114 0.984
107 H 14.429 18.695 15.767  C103 1.094
108 H 15.318 19.494 14.479  C103 1.085
109 H 14.595 17.931 14.140  C103 1.094
110 H 13.346 20.687 14.590  C104 1.097
111 H 12.054 19.782 12.418  C105 1.071
112 H 13.438 18.663 12.309  C105 1.084
113 H 13.725 20.355 12.205  C105 1.076
114 H 11.373 19.709 14.571  O106 0.984
115 C 20.944 20.154 12.256  O116 1.427, H124 1.089, H125 1.090, H126 1.089
116 O 19.753 19.916 13.005  C115 1.427, C117 1.412
117 C 19.948 18.751 13.780  O116 1.412, C118 1.537, H127 1.095, H128 1.117
118 C 18.581 18.328 14.340  C117 1.537, N119 1.440, H129 1.097, H130 1.087
119 N 18.727 17.452 15.474  C118 1.440, C120 1.450, H131 1.015
120 C 18.691 18.020 16.807  N119 1.450, C121 1.484, H132 1.101, H133 1.065
121 C 17.291 18.078 17.298  C120 1.484, O122 1.450, H134 1.095, H135 1.127
122 O 16.778 16.758 17.608  C121 1.450, C123 1.413
123 C 17.056 16.264 18.902  O122 1.413, H136 1.091, H137 1.095, H138 1.087
124 H 21.806 20.327 12.898  C115 1.089
125 H 20.787 21.023 11.618  C115 1.090
126 H 21.176 19.290 11.633  C115 1.089
127 H 20.682 18.990 14.557  C117 1.095
128 H 20.351 17.946 13.119  C117 1.117
129 H 18.031 17.739 13.596  C118 1.097
130 H 17.861 19.123 14.515  C118 1.087
131 H 18.160 16.611 15.487  N119 1.015
132 H 19.245 18.971 16.795  C120 1.101
133 H 19.272 17.465 17.506  C120 1.065
134 H 16.558 18.463 16.582  C121 1.095
135 H 17.199 18.735 18.209  C121 1.127
136 H 16.591 16.835 19.707  C123 1.091
137 H 18.115 16.196 19.172  C123 1.095
138 H 16.614 15.271 18.887  C123 1.087
139 C 15.467 15.213 14.779  O140 1.403, H148 1.105, H149 1.100, H150 1.092
140 O 15.128 15.470 13.442  C139 1.403, C141 1.439
141 C 13.738 15.647 13.116  O140 1.439, C142 1.537, H151 1.090, H152 1.125
142 C 13.040 14.283 12.993  C141 1.537, N143 1.461, H153 1.091, H154 1.138
143 N 13.474 13.602 11.776  C142 1.461, C144 1.455, H155 1.026
144 C 12.723 12.385 11.507  N143 1.455, C145 1.503, H156 1.113, H157 1.120
145 C 13.103 11.325 12.503  C144 1.503, O146 1.485, H158 1.105, H159 1.068
146 O 14.537 10.971 12.357  C145 1.485, C147 1.434
147 C 14.688 9.737 11.641  O146 1.434, H160 1.086, H161 1.110, H162 1.098
148 H 14.999 14.346 15.279  C139 1.105
149 H 15.291 16.118 15.379  C139 1.100
150 H 16.534 14.998 14.859  C139 1.092
151 H 13.669 16.145 12.150  C141 1.090
152 H 13.312 16.262 13.957  C141 1.125
153 H 11.967 14.438 12.874  C142 1.091
154 H 13.213 13.757 13.988  C142 1.138
155 H 14.460 13.317 11.743  N143 1.026
156 H 13.101 12.011 10.529  C144 1.113
157 H 11.628 12.616 11.492  C144 1.120
158 H 12.518 10.411 12.297  C145 1.105
159 H 12.848 11.666 13.482  C145 1.068
160 H 15.751 9.568 11.492  C147 1.086
161 H 14.236 9.788 10.629  C147 1.110
162 H 14.206 8.879 12.128  C147 1.098